No. 1
# C29H62BF3N3O5Si

2 unconnected molecules or ions with the total composition C29H62BF3N3O5Si (wB97M-V/def2-TZVPD, OMol25).

```
104
Properties=species:S:1:pos:R:3:lowdin_charge:R:1
C 0.2613 -2.8894 0.4562 0.045
C 0.9917 -1.7527 0.5952 -0.122
C 0.4501 -0.4599 1.1563 -0.321
Si -0.2858 -0.9430 2.9002 0.594
C -0.6520 0.6218 3.8803 -0.151
C -1.9394 -1.8234 2.6525 -0.150
C 0.8735 -2.0835 3.8123 -0.145
N -0.7274 0.0175 0.3158 0.137
C -0.2909 0.8629 -0.8283 -0.071
B -1.4006 0.8947 -1.9765 -0.650
O -1.4867 1.8496 -2.9338 0.235
O -2.2815 -0.1624 -1.9857 -0.006
C -1.9924 -1.1338 -3.0183 -0.018
C 0.2297 2.1812 -0.2639 -0.271
C -0.8271 3.2901 -0.1125 -0.124
C -1.9425 3.0238 0.9107 -0.170
C -3.2191 2.3401 0.3781 -0.187
C -4.4907 2.7868 1.1409 -0.177
C -5.5048 3.5256 0.2423 -0.191
C -6.7930 2.7429 -0.0685 -0.197
C -6.6198 1.2740 -0.4431 -0.216
C -5.9564 1.0131 -1.7942 -0.201
C -5.9378 -0.4835 -2.1222 -0.182
C -5.1378 -1.3391 -1.1110 -0.168
C -5.9739 -2.3525 -0.3133 -0.209
O -5.3882 -3.6515 -0.3560 -0.191
C -4.6690 -4.0073 0.8012 -0.113
N 0.8663 1.9820 1.0440 0.059
C 1.4646 0.7054 1.3672 -0.190
C 2.8500 0.5287 0.7347 -0.617
F 3.5544 -0.4130 1.3466 0.164
F 2.8019 0.2385 -0.5708 0.144
F 3.5390 1.6572 0.8598 0.167
H -0.6877 -2.8836 -0.0854 0.068
H 0.5634 -3.8355 0.8942 0.087
H 2.0268 -1.8068 0.2727 0.110
H -0.3480 0.5027 4.9207 0.045
H -1.7146 0.8670 3.8286 0.035
H -0.1233 1.4934 3.4837 0.021
H -1.8622 -2.8401 3.0409 0.048
H -2.2566 -1.8928 1.6086 0.005
H -2.7276 -1.3111 3.2058 0.043
H 1.9275 -1.8836 3.6118 0.043
H 0.6711 -2.0245 4.8830 0.047
H 0.6426 -3.1066 3.5090 0.036
H -1.3808 0.5363 0.9090 0.132
H -1.2361 -0.7915 -0.0510 0.142
H 0.5596 0.3250 -1.2675 0.162
H -0.7284 2.4468 -2.9350 0.122
H -2.0783 -2.1333 -2.5971 0.093
H -0.9741 -1.0183 -3.4038 0.100
H -2.6711 -0.9931 -3.8578 0.105
H 0.9706 2.5647 -0.9810 0.160
H -1.2300 3.5969 -1.0780 0.116
H -0.2652 4.1539 0.2596 0.124
H -2.2453 4.0040 1.2871 0.118
H -1.5439 2.5030 1.7867 0.092
H -3.3232 2.5171 -0.6946 0.098
H -3.1459 1.2484 0.5014 0.091
H -4.9725 1.9171 1.5907 0.100
H -4.1962 3.4313 1.9715 0.105
H -5.0175 3.8650 -0.6762 0.108
H -5.8009 4.4393 0.7642 0.107
H -7.4366 2.7998 0.8139 0.113
H -7.3046 3.2600 -0.8851 0.114
H -7.6245 0.8387 -0.5010 0.122
H -6.1002 0.7081 0.3366 0.091
H -6.5766 1.4921 -2.5605 0.119
H -4.9567 1.4524 -1.8638 0.099
H -5.5215 -0.6305 -3.1201 0.107
H -6.9759 -0.8264 -2.1190 0.107
H -4.5792 -0.6884 -0.4306 0.087
H -4.3906 -1.9212 -1.6530 0.096
H -6.0636 -2.0522 0.7362 0.117
H -6.9710 -2.4446 -0.7465 0.121
H -4.1636 -3.1456 1.2548 0.059
H -5.3091 -4.4948 1.5440 0.093
H -3.8986 -4.7254 0.5119 0.087
H 1.4905 2.7494 1.2509 0.144
H 1.6753 0.7324 2.4425 0.142
C 10.0616 0.6909 -2.0214 -0.111
O 9.3210 0.7303 -0.8162 -0.195
C 8.1345 1.5067 -0.8837 -0.219
C 6.9188 0.6264 -0.6939 -0.216
N 6.7333 -0.2560 -1.8379 -0.043
C 5.7127 -1.2785 -1.6493 -0.199
C 5.9707 -2.3551 -0.6002 -0.237
O 7.0407 -3.2176 -0.9139 -0.173
C 8.3204 -2.7993 -0.4712 -0.092
H 10.9737 0.1325 -1.8213 0.090
H 9.5097 0.1892 -2.8238 0.083
H 10.3326 1.6977 -2.3527 0.089
H 8.0740 2.0533 -1.8292 0.124
H 8.1706 2.2395 -0.0718 0.122
H 6.0309 1.2579 -0.5837 0.113
H 7.0594 0.0702 0.2443 0.111
H 7.6149 -0.7106 -2.0414 0.077
H 5.5784 -1.7819 -2.6104 0.121
H 4.7667 -0.7833 -1.4173 0.090
H 5.0786 -2.9901 -0.5613 0.118
H 6.0962 -1.9328 0.4053 0.107
H 8.2578 -2.2258 0.4576 0.090
H 8.8397 -2.2028 -1.2260 0.074
H 8.9116 -3.6960 -0.2896 0.090
```

Properties
total charge = +1
E_LUMO = -3.3 eV
multiplicity = 1
HOMO-LUMO gap = 7.08 eV
HOMO = -10.36 eV

=====

No. 2
# C29H62ClFO14S

A molecular structure, C29H62ClFO14S (wB97M-V/def2-TZVPD, OMol25).

```
108
Properties=species:S:1:pos:R:3:lowdin_charge:R:1
C -5.0614 1.4715 0.0786 -0.122
C -5.2583 2.8261 -0.8093 -0.210
C -4.5451 2.6532 -2.2332 -0.126
C -3.5712 3.8677 -2.6535 -0.377
C -2.4752 4.2627 -1.5897 -0.497
Cl -1.9039 2.7512 -0.6530 0.678
C -2.7514 5.3619 -0.4941 -0.258
C -4.0325 6.2816 -0.5674 -0.120
O -4.4979 4.8418 -3.2203 -0.155
S -3.4680 5.8041 -4.1252 0.795
O -4.1664 6.6084 -5.1713 -0.261
O -2.5744 6.7893 -3.4406 -0.271
O -2.3787 4.6076 -4.5880 -0.214
C -2.9091 3.3223 -4.0497 -0.313
C -1.5790 2.4504 -3.9786 0.005
C -1.8286 0.8810 -3.7772 -0.375
O -1.8949 0.2899 -2.6960 0.039
O -1.9293 0.1222 -5.0000 0.020
C -3.8991 2.8624 -5.2206 -0.045
C -3.6230 3.4924 -6.6542 -0.285
C -2.2489 3.0805 -7.3367 -0.041
F -4.6692 2.9535 -7.5197 -0.084
H -4.2061 1.7054 0.8122 0.055
H -4.7270 0.5826 -0.5405 0.072
H -5.9750 1.2834 0.7263 0.071
H -4.8544 3.6641 -0.1650 0.080
H -6.3896 2.9080 -0.9595 0.112
H -3.9731 1.6563 -2.2305 0.096
H -5.3957 2.4915 -2.9893 0.130
H -1.5341 4.5754 -2.1706 0.114
H -1.8377 6.0606 -0.4609 0.128
H -2.7556 4.8683 0.5451 0.099
H -3.8620 7.1657 0.1500 0.093
H -4.2750 6.7464 -1.5714 0.060
H -5.0093 5.8005 -0.1966 0.079
H -0.8181 2.8211 -3.2022 0.122
H -1.0148 2.5337 -4.9771 0.134
H -2.8712 -0.1496 -5.0510 0.113
H -5.0058 3.0772 -4.9939 0.137
H -3.8580 1.7214 -5.3601 0.127
H -3.7481 4.6195 -6.7210 0.134
H -2.2751 3.3092 -8.4498 0.094
H -1.3889 3.6956 -6.8907 0.088
H -1.9923 1.9892 -7.1345 0.083
C 1.0399 -0.4182 -2.1751 -0.095
O 1.9140 0.5248 -2.7862 -0.192
C 2.3668 1.5134 -1.8657 -0.198
C 3.7690 1.2002 -1.3585 -0.187
O 3.7819 0.0097 -0.5728 -0.230
C 4.2416 -1.1184 -1.3062 -0.105
H 0.9621 -1.2857 -2.8334 0.099
H 1.4112 -0.7529 -1.2036 0.082
H 0.0474 0.0240 -2.0579 0.052
H 1.6625 1.6210 -1.0332 0.121
H 2.3938 2.4653 -2.4067 0.123
H 4.0964 2.0165 -0.7062 0.126
H 4.4816 1.1274 -2.1863 0.128
H 5.3317 -1.0843 -1.3925 0.092
H 3.7969 -1.1708 -2.3027 0.086
H 3.9605 -2.0182 -0.7556 0.093
C 4.6448 -1.0071 2.3487 -0.096
O 5.9156 -1.6179 2.5466 -0.188
C 6.9749 -0.6666 2.5870 -0.199
C 7.3923 -0.3594 4.0204 -0.198
O 6.3514 0.3028 4.7360 -0.192
C 5.6221 -0.5812 5.5750 -0.114
H 3.8746 -1.7359 2.6115 0.084
H 4.5120 -0.1216 2.9748 0.090
H 4.5258 -0.7349 1.2961 0.062
H 6.6963 0.2487 2.0535 0.126
H 7.8256 -1.1141 2.0627 0.123
H 8.2474 0.3242 3.9976 0.123
H 7.7051 -1.2692 4.5430 0.125
H 6.1995 -0.7936 6.4797 0.088
H 5.3748 -1.5185 5.0702 0.083
H 4.6910 -0.0872 5.8599 0.086
C 0.2040 -0.1252 2.1905 -0.106
O -0.7827 -0.4746 3.1518 -0.192
C -1.0661 -1.8715 3.1548 -0.194
C -0.3416 -2.5839 4.2908 -0.194
O 1.0732 -2.5529 4.1071 -0.197
C 1.6999 -1.5468 4.8904 -0.105
H 0.5738 0.8734 2.4316 0.092
H 1.0484 -0.8180 2.1963 0.080
H -0.2469 -0.1018 1.1930 0.080
H -0.8184 -2.3206 2.1868 0.124
H -2.1450 -1.9777 3.3066 0.125
H -0.6396 -3.6377 4.2903 0.120
H -0.6164 -2.1590 5.2618 0.126
H 1.7752 -1.8805 5.9298 0.091
H 1.1611 -0.5970 4.8492 0.089
H 2.7063 -1.3892 4.4980 0.058
C 0.2101 -6.1454 1.5546 -0.106
O -0.7774 -6.4927 2.5166 -0.201
C -1.0646 -7.8886 2.5222 -0.200
C -0.3409 -8.6007 3.6589 -0.200
O 1.0727 -8.5743 3.4744 -0.194
C 1.7038 -7.5682 4.2548 -0.109
H 0.5812 -5.1470 1.7955 0.084
H 1.0537 -6.8386 1.5603 0.085
H -0.2409 -6.1218 0.5576 0.088
H -0.8188 -8.3402 1.5551 0.126
H -2.1438 -7.9915 2.6751 0.123
H -0.6418 -9.6534 3.6608 0.123
H -0.6141 -8.1728 4.6290 0.125
H 1.7792 -7.8995 5.2947 0.087
H 1.1684 -6.6165 4.2118 0.081
H 2.7101 -7.4151 3.8607 0.091
```

Properties
E_LUMO = 0.2 eV
multiplicity = 1
HOMO-LUMO gap = 9.27 eV
HOMO = -9.08 eV

=====

No. 3
# C29H62N8O4PS

4 unconnected molecules or ions with the total composition C29H62N8O4PS (wB97M-V/def2-TZVPD, OMol25).

```
105
Properties=species:S:1:pos:R:3:lowdin_charge:R:1
C 0.6226 -2.4575 0.5356 -0.096
C -0.4091 -2.9303 -0.4875 -0.210
C -0.1305 -2.3135 -1.8636 -0.160
C -1.0505 -1.1334 -2.2372 -0.069
N -0.4668 0.1705 -1.9111 0.046
C -0.8212 0.9802 -0.9290 -0.197
C -1.9267 0.7738 0.0139 -0.155
C -1.7876 -0.0004 1.1662 0.010
C -2.8963 -0.1136 2.0061 -0.102
N -4.0810 0.4454 1.7819 0.094
C -4.2044 1.1892 0.6810 -0.105
C -3.1610 1.3843 -0.2178 0.007
N -0.0611 2.0713 -0.9142 0.256
C 0.7833 1.9335 -1.9259 -0.318
N 1.7463 2.8494 -2.1957 -0.206
C 1.8657 3.9854 -1.2380 -0.181
C 0.8146 5.0637 -1.4447 -0.177
C 0.5715 5.8914 -0.1837 -0.159
C 0.1069 5.0967 1.0234 -0.232
O 1.2179 4.6218 1.7607 -0.187
C 1.0622 3.3478 2.3380 -0.109
P 2.9097 2.8089 -3.4310 0.375
S 4.4095 1.6340 -3.1542 0.249
N 0.5674 0.7651 -2.5762 0.032
C 1.1676 0.1364 -3.7476 0.003
H 0.2774 -2.6062 1.5558 0.086
H 1.5627 -2.9877 0.4358 0.046
H 0.8541 -1.4014 0.4080 0.052
H -0.2683 -4.0021 -0.5907 0.098
H -1.4236 -2.7525 -0.1432 0.103
H -0.2304 -3.0609 -2.6442 0.109
H 0.8939 -1.9486 -1.8727 0.103
H -1.2019 -1.1464 -3.3140 0.126
H -2.0315 -1.1907 -1.7861 0.135
H -0.8578 -0.4838 1.4113 0.096
H -2.7978 -0.6963 2.9100 0.117
H -5.1662 1.6432 0.5039 0.108
H -3.3084 2.0119 -1.0847 0.120
H 1.8852 3.5990 -0.2276 0.108
H 2.8486 4.4184 -1.4072 0.111
H -0.1264 4.5991 -1.7396 0.105
H 1.0935 5.7193 -2.2663 0.113
H 1.4853 6.4192 0.0805 0.125
H -0.1814 6.6450 -0.3928 0.117
H -0.4720 5.7737 1.6570 0.125
H -0.5652 4.2902 0.7329 0.106
H 2.0302 2.8558 2.3861 0.086
H 0.6829 3.4143 3.3587 0.091
H 0.3880 2.7094 1.7661 0.060
H 3.3013 4.1414 -3.5679 0.009
H 2.1812 2.5496 -4.5975 -0.010
H 0.9052 -0.9077 -3.7959 0.086
H 0.8736 0.6672 -4.6447 0.097
H 2.2509 0.2005 -3.6566 0.028
C 6.2245 -1.0880 1.4284 -0.062
C 5.1845 -2.1524 1.7626 -0.423
C 4.1982 -2.4308 0.6205 -0.203
O 3.1979 -1.4403 0.4473 -0.237
C 3.5861 -0.3170 -0.3187 -0.117
N 4.5113 -1.7874 3.0111 0.047
H 5.8035 -0.0830 1.4633 0.066
H 7.0362 -1.1202 2.1533 0.081
H 6.6518 -1.2475 0.4363 0.081
H 5.7209 -3.0885 1.9413 0.140
H 3.6557 -3.3515 0.8555 0.093
H 4.7289 -2.5990 -0.3265 0.125
H 4.2717 -0.5917 -1.1231 0.065
H 4.0443 0.4554 0.3034 0.083
H 2.6814 0.1063 -0.7662 0.058
H 3.9013 -2.5446 3.3063 0.074
H 3.8834 -1.0123 2.8165 0.068
C 4.2685 -6.6463 -3.1004 -0.064
C 2.8691 -6.3099 -3.6049 -0.432
C 2.2057 -5.1503 -2.8487 -0.215
O 1.7014 -5.4800 -1.5693 -0.195
C 2.6508 -5.4876 -0.5171 -0.098
N 2.0552 -7.5262 -3.5991 0.046
H 4.2395 -7.1929 -2.1580 0.067
H 4.7821 -7.2790 -3.8222 0.080
H 4.8671 -5.7441 -2.9562 0.078
H 2.9659 -5.9843 -4.6451 0.136
H 1.3318 -4.8284 -3.4251 0.111
H 2.8845 -4.2870 -2.7797 0.119
H 3.4128 -4.7134 -0.6539 0.070
H 3.1308 -6.4631 -0.4206 0.085
H 2.1096 -5.2904 0.4089 0.088
H 1.1582 -7.3437 -4.0399 0.073
H 1.8262 -7.7520 -2.6351 0.072
C -6.6488 1.7912 3.6161 -0.082
C -7.7568 2.4148 2.7729 -0.440
C -7.7809 3.9502 2.8151 -0.217
O -8.3174 4.4998 3.9979 -0.185
C -7.4176 4.6137 5.0846 -0.103
N -9.0389 1.8227 3.1578 0.043
H -6.8829 1.8230 4.6800 0.066
H -6.5130 0.7459 3.3467 0.066
H -5.6964 2.3018 3.4596 0.067
H -7.5699 2.1375 1.7290 0.124
H -8.4342 4.3013 2.0114 0.122
H -6.7807 4.3651 2.6235 0.116
H -6.4059 4.8509 4.7419 0.088
H -7.3934 3.7020 5.6858 0.076
H -7.7711 5.4266 5.7174 0.089
H -9.7667 2.1483 2.5282 0.074
H -9.2985 2.2039 4.0634 0.073
```

Properties
total charge = +1
E_LUMO = -2.7 eV
multiplicity = 1
HOMO-LUMO gap = 7.91 eV
HOMO = -10.57 eV

=====

No. 4
# C29H63AsFS

A molecular structure, C29H63AsFS (wB97M-V/def2-TZVPD, OMol25).

```
95
Properties=species:S:1:pos:R:3:lowdin_charge:R:1
C 6.3486 2.5308 0.5081 -0.105
C 7.3576 1.7546 1.3609 -0.274
C 6.7184 0.6137 2.1518 -0.232
C 5.8982 -0.3586 1.3084 -0.223
C 6.7283 -1.1250 0.2677 -0.189
C 5.9743 -1.6635 -0.9772 -0.201
C 4.4823 -1.3435 -1.0524 -0.217
C 3.7728 -2.0133 -2.2435 -0.215
C 3.0878 -1.0070 -3.1737 -0.222
C 2.0638 -0.1146 -2.4708 -0.229
C 1.1071 -0.8664 -1.5409 -0.290
C -0.2836 -0.2441 -1.4187 -0.305
As -0.5345 1.1361 0.0264 0.813
F 1.3264 1.5503 -0.1309 -0.489
S 0.1158 -0.4827 1.7421 0.305
C -0.8735 2.6444 -1.2675 -0.342
C -1.3930 3.9270 -0.6209 -0.277
C -0.3428 4.6331 0.2626 -0.237
C -0.8178 4.9307 1.6822 -0.235
C -1.7443 6.1588 1.7842 -0.262
C -3.0936 5.8703 2.4512 -0.121
C -2.5330 0.8035 0.2098 -0.330
C -3.0136 -0.5881 0.6181 -0.311
C -3.4240 -0.6831 2.0825 -0.236
C -3.8485 -2.0694 2.5941 -0.213
C -2.8742 -3.2366 2.3461 -0.194
C -2.7909 -3.9368 0.9642 -0.197
C -4.0599 -4.0216 0.0981 -0.215
C -3.7527 -3.8894 -1.3917 -0.217
C -4.9495 -4.1161 -2.3263 -0.228
C -6.2842 -3.5384 -1.8496 -0.270
C -6.2498 -2.0148 -1.6424 -0.105
H 6.6303 3.5812 0.4127 0.063
H 5.3478 2.4990 0.9464 0.078
H 6.2563 2.1087 -0.4947 0.070
H 8.1568 1.3657 0.7224 0.088
H 7.8502 2.4370 2.0604 0.096
H 7.4924 0.0638 2.7024 0.106
H 6.0541 1.0520 2.9031 0.110
H 5.0862 0.1914 0.8310 0.091
H 5.4359 -1.0800 1.9880 0.115
H 7.5578 -0.4959 -0.0681 0.089
H 7.2005 -1.9695 0.7798 0.102
H 6.0978 -2.7500 -1.0366 0.101
H 6.4445 -1.2633 -1.8826 0.105
H 3.9963 -1.6256 -0.1150 0.116
H 4.3528 -0.2611 -1.1292 0.102
H 4.5003 -2.5933 -2.8242 0.099
H 3.0385 -2.7334 -1.8729 0.098
H 3.8667 -0.3637 -3.6054 0.106
H 2.6268 -1.5381 -4.0152 0.103
H 2.5905 0.6382 -1.8866 0.085
H 1.4920 0.4508 -3.2160 0.105
H 1.5548 -0.9222 -0.5453 0.053
H 1.0043 -1.9018 -1.8975 0.102
H -0.5299 0.2745 -2.3521 0.061
H -1.0391 -1.0215 -1.2794 0.046
H -0.4820 2.0835 1.2424 -0.008
H 0.0006 -1.6540 1.0972 -0.261
H 0.0624 2.8499 -1.7942 0.065
H -1.5998 2.2854 -2.0052 0.052
H -2.2959 3.7087 -0.0352 0.088
H -1.7167 4.6104 -1.4158 0.094
H -0.0610 5.5829 -0.2102 0.102
H 0.5521 4.0079 0.3068 0.087
H -1.3627 4.0516 2.0431 0.084
H 0.0473 5.0441 2.3415 0.104
H -1.9219 6.5544 0.7789 0.096
H -1.2404 6.9538 2.3420 0.094
H -3.8585 6.5847 2.1360 0.060
H -3.0278 5.9281 3.5405 0.065
H -3.4476 4.8703 2.1904 0.063
H -2.9268 1.5482 0.9117 0.058
H -2.9374 1.0592 -0.7752 0.056
H -3.8905 -0.8630 0.0232 0.089
H -2.2411 -1.3199 0.3942 0.039
H -2.6115 -0.3056 2.7090 0.076
H -4.2696 0.0048 2.2197 0.105
H -3.9311 -1.9855 3.6835 0.100
H -4.8606 -2.3153 2.2555 0.091
H -1.8738 -2.8634 2.5897 0.091
H -3.0960 -4.0087 3.0918 0.096
H -1.9880 -3.4931 0.3713 0.088
H -2.4586 -4.9622 1.1585 0.102
H -4.5462 -4.9939 0.2545 0.115
H -4.7822 -3.2632 0.3972 0.076
H -3.2846 -2.9191 -1.5798 0.101
H -2.9884 -4.6372 -1.6336 0.111
H -4.7272 -3.6677 -3.3013 0.106
H -5.0610 -5.1920 -2.5037 0.102
H -7.0406 -3.7802 -2.6021 0.094
H -6.6055 -4.0403 -0.9332 0.095
H -6.2382 -1.7388 -0.5866 0.060
H -5.3533 -1.5766 -2.0867 0.071
H -7.1185 -1.5312 -2.0932 0.063
```

Properties
total charge = -1
E_LUMO = 2.9 eV
multiplicity = 1
HOMO-LUMO gap = 7.11 eV
HOMO = -4.26 eV